{
  "formula": "C2H3N3S",
  "method": "ωB97M-V/def2-TZVPD",
  "species": ["C", "C", "H", "H", "H", "N", "N", "N", "S"],
  "positions_angstrom": [[0.742, 0.236, 0.214], [-1.172, -0.522, 0.058], [2.795, -1.038, 0.780], [-2.039, -1.086, 0.140], [-1.804, 1.308, -0.770], [-0.041, -0.863, 0.563], [-1.110, 0.682, -0.578], [0.080, 1.139, -0.482], [2.549, 0.145, 0.074]],
  "forces_ev_per_angstrom": [[0.8864, -1.4460, -1.0133], [-0.6213, 0.8435, -0.1295], [-0.6991, 1.1900, -0.5815], [-1.5279, -0.7848, 0.0247], [-2.3343, 1.4651, -0.8827], [1.5011, 0.9395, -0.1494], [-0.5973, -3.2339, 1.1603], [3.9470, 1.5440, 0.6490], [-0.5547, -0.5175, 0.9223]],
  "smiles": "Sc1nc[nH]n1",
  "lumo_ha": 0.033,
  "relative_energy_kcal_mol": 14.4,
  "orbital_gap_ev": 9.70
}


{
  "formula": "C2H3N3S2",
  "method": "ωB97M-V/def2-TZVPD",
  "species": ["C", "C", "N", "N", "N", "S", "S", "H", "H", "H"],
  "positions_angstrom": [[-0.242, 1.172, 0.349], [0.654, 0.044, 0.877], [-0.277, 1.070, -0.998], [0.316, -0.063, -1.259], [0.486, -0.950, -0.209], [-1.987, 0.555, 0.600], [-1.531, -1.423, 0.090], [1.696, 0.338, 0.803], [0.538, -0.278, 1.965], [0.347, -0.467, -2.220]],
  "forces_ev_per_angstrom": [[-0.9968, -0.2967, 1.6913], [0.0637, 0.2647, 0.6414], [0.5267, -0.8909, -0.4883], [0.7495, -1.0221, -1.6056], [-1.7053, 0.0371, 0.6555], [0.2243, 0.4053, 0.3424], [1.4417, 0.4777, -0.3132], [0.3770, 0.2842, -0.2291], [-0.4542, 0.0789, -1.8634], [-0.2267, 0.6618, 1.1691]],
  "smiles": "C1C2=NNN1SS2",
  "lumo_ha": -0.025,
  "relative_energy_kcal_mol": 101.9,
  "orbital_gap_ev": 7.56
}